1.
C5H11NO2 in the gas phase at a distorted geometry, computed with ωB97M-V with the def2-TZVPD basis set.

Geometry (Å):
N 0.90 1.92 0.91
C -0.32 1.17 0.59
C -1.44 1.37 1.63
O -1.17 1.62 2.77
C -0.03 -0.33 0.44
C 0.93 -0.62 -0.73
C 0.37 -1.63 -1.79
O -0.53 -2.58 -1.29
H 0.67 2.83 1.23
H 1.37 1.40 1.66
H -0.65 1.53 -0.39
H -2.46 1.25 1.23
H 0.39 -0.73 1.35
H -1.01 -0.75 0.22
H 1.29 0.30 -1.18
H 1.84 -1.12 -0.38
H 1.22 -2.21 -2.15
H 0.06 -1.08 -2.69
H -1.45 -2.33 -1.45

For the HOMO energy, the calculation gives -9.4 eV. The value obtained for the relative energy (zero: lowest compared OMol25 entry of this formula, charge and spin) is 1.836 eV. Its HOMO-LUMO gap is 10.085 eV.

***

2.
A molecular structure, C13H33Cl2CoN2OP2S at a distorted geometry, computed with ωB97M-V with the def2-TZVPD basis set.

Geometry (Å):
C -5.65 0.15 -3.39
C -4.21 0.23 -3.01
H -5.93 -0.90 -3.41
H -5.80 0.59 -4.37
H -6.26 0.68 -2.67
O -3.46 -0.67 -2.76
Cl -3.63 1.93 -2.94
Co 0.05 0.34 0.09
P 0.99 0.02 -2.08
C 2.06 -1.42 -2.47
C -0.17 0.08 -3.47
H 0.37 0.15 -4.43
H 2.51 1.43 -3.34
H -0.82 0.95 -3.35
H 1.52 2.35 -2.14
H 1.46 -2.33 -2.42
H -0.79 -0.81 -3.45
C 2.11 1.45 -2.31
H 2.50 -1.32 -3.47
H 2.93 1.41 -1.59
H 2.87 -1.53 -1.74
P -1.16 0.26 1.94
C -0.98 -1.05 3.19
C -0.71 1.78 2.86
H -3.19 1.21 1.02
H -3.48 0.60 2.68
H -3.35 -0.53 1.30
C -2.97 0.41 1.73
H -0.84 2.63 2.20
H -1.36 1.89 3.75
H -1.57 -0.84 4.10
H 0.07 -1.18 3.47
H 0.33 1.72 3.18
H -1.33 -2.00 2.77
Cl -0.96 2.11 -0.63
C 4.60 -0.83 0.08
N 4.32 -0.73 1.50
C 5.46 -0.59 2.41
C 3.06 -0.71 1.96
S 1.82 -0.81 0.77
N 2.89 -0.81 3.32
C 3.06 -2.11 3.99
C 2.52 0.32 4.17
H 5.67 -0.72 -0.05
H 4.07 -0.02 -0.46
H 4.29 -1.81 -0.32
H 5.37 0.34 2.99
H 5.52 -1.43 3.12
H 6.36 -0.56 1.80
H 3.85 -2.10 4.77
H 2.11 -2.34 4.48
H 3.30 -2.88 3.25
H 2.44 1.21 3.54
H 1.56 0.07 4.65
H 3.27 0.51 4.96

For the HOMO energy (spin up / spin down), the calculation gives -14.5 / -15.0 eV. The expectation value of S² is 6.023. As for the spin multiplicity: 5. The total charge is +2. Its HOMO-LUMO gap (spin up / spin down) is 7.629 / 5.059 eV.

***

3.
A molecular structure, C6H20NO5 at a distorted geometry, computed with ωB97M-V with the def2-TZVPD basis set.

Geometry (Å):
C -0.92 -1.54 1.30
O -1.42 -1.39 0.02
C -0.36 -0.18 1.87
C 1.13 0.05 1.60
C 1.40 0.69 0.28
C 1.08 0.03 -0.85
N 1.39 0.41 -2.14
C 2.01 2.05 0.29
H -0.10 -2.34 1.32
H -1.80 -1.93 2.00
H -0.96 0.63 1.46
H -0.59 -0.23 2.94
H 1.59 0.67 2.47
H 1.68 -0.96 1.65
H 0.58 -0.88 -0.81
H 0.68 0.14 -2.82
H 1.67 1.37 -2.27
H 3.09 1.99 0.19
H 1.76 2.60 1.15
H 1.69 2.72 -0.57
H -3.24 0.52 0.92
H -2.37 -0.55 0.03
O -3.20 0.31 0.02
H 1.91 -2.32 -0.78
H 0.79 -2.94 -0.01
O 1.70 -3.09 -0.28
H -0.83 1.69 -0.79
H -2.42 1.34 -0.73
O -1.71 1.95 -1.19
H -1.61 0.46 -2.22
H -1.35 -0.84 -1.61
O -1.26 -0.39 -2.46

For the HOMO energy, the calculation gives -4.5 eV. The value obtained for the relative energy (zero: lowest compared OMol25 entry of this formula, charge and spin) is 0.777 eV. The total charge is -1. Its HOMO-LUMO gap is 7.918 eV.

***

4.
C7H8 in the gas phase at a distorted geometry, computed with ωB97M-V with the def2-TZVPD basis set.

Geometry (Å):
C -1.18 1.52 -0.60
C -1.61 0.96 -1.65
C -0.57 1.50 0.75
C -0.23 0.17 0.71
C -0.67 -0.21 -0.74
C 0.48 -0.60 1.72
C 0.60 -0.47 -1.62
H -0.49 2.29 1.42
H -1.20 -1.12 -0.62
H 0.68 0.11 2.56
H 1.45 -0.92 1.25
H -0.16 -1.41 2.10
H 1.44 0.24 -1.53
H 0.35 -0.67 -2.68
H 1.11 -1.38 -1.07

For the HOMO energy, the calculation gives -8.8 eV. The value obtained for the relative energy (zero: lowest compared OMol25 entry of this formula, charge and spin) is 5.869 eV. Its HOMO-LUMO gap is 9.644 eV.

***

5.
A molecular structure, C18H28O14Rb2 at a distorted geometry, computed with ωB97M-V with the def2-TZVPD basis set.

Geometry (Å):
Rb 18.21 -3.80 27.64
Rb 20.89 -2.84 32.20
O 21.09 -0.78 28.35
C 21.49 -0.41 26.98
C 20.58 -0.61 25.72
O 19.36 0.11 25.44
H 22.43 -0.93 26.81
H 21.84 0.62 26.91
H 20.33 -1.67 25.76
H 21.33 -0.46 24.95
C 23.80 -5.69 28.72
C 23.11 -6.99 27.87
C 23.67 -7.09 26.46
O 24.53 -8.23 26.57
C 24.41 -8.87 27.75
O 24.80 -10.02 27.95
O 23.55 -8.11 28.54
H 23.44 -5.64 29.75
H 23.50 -4.84 28.12
H 24.88 -5.75 28.88
H 22.02 -6.99 27.97
H 24.17 -6.18 26.13
H 22.83 -7.32 25.80
C 22.34 2.45 32.98
C 23.39 2.40 34.01
C 22.91 2.97 35.41
O 23.55 2.11 36.31
C 24.03 1.04 35.72
O 24.54 0.07 36.25
O 23.85 1.13 34.40
H 21.44 2.04 33.44
H 22.64 1.85 32.12
H 22.08 3.45 32.64
H 24.18 2.98 33.53
H 21.83 3.00 35.49
H 23.16 4.02 35.55
C 22.90 2.21 21.54
C 21.48 2.83 21.42
C 21.44 4.16 22.20
O 20.92 5.18 21.28
C 20.64 4.49 20.14
O 20.12 5.04 19.17
O 21.13 3.13 20.15
H 23.64 2.89 21.11
H 23.13 1.30 20.98
H 23.16 2.05 22.59
H 20.89 2.05 21.90
H 22.50 4.33 22.41
H 20.93 4.02 23.15
C 27.39 1.22 28.23
C 27.98 -0.13 28.73
C 27.41 -0.97 29.87
O 27.85 -2.19 29.65
C 28.24 -2.28 28.36
O 28.41 -3.29 27.74
O 28.13 -1.15 27.75
H 27.96 1.61 27.39
H 27.66 1.94 29.00
H 26.31 1.18 28.03
H 28.98 0.13 29.07
H 26.35 -0.74 29.85
H 27.82 -0.49 30.76

For the HOMO energy, the calculation gives -4.6 eV. The value obtained for the relative energy (zero: lowest compared OMol25 entry of this formula, charge and spin) is 7.389 eV. Its HOMO-LUMO gap is 2.494 eV.

***

6.
C4H5NO in the gas phase at a distorted geometry, computed with ωB97M-V with the def2-TZVPD basis set.

Geometry (Å):
C -1.81 -0.34 -0.15
C -0.51 0.35 -0.02
O 0.28 0.05 0.94
C 1.62 0.29 0.84
C 2.18 0.12 -0.43
N 2.57 -0.08 -1.51
H -2.60 0.34 -0.47
H -1.70 -1.10 -0.94
H -2.08 -0.85 0.77
H -0.11 1.01 -0.80
H 2.15 0.20 1.77

For the HOMO energy (spin up / spin down), the calculation gives -7.6 / -8.1 eV. The value obtained for the relative energy (zero: lowest compared OMol25 entry of this formula, charge and spin) is 3.588 eV. Its HOMO-LUMO gap (spin up / spin down) is 7.003 / 8.311 eV.

***

7.
A molecular structure, C29H27FNO2PRhS3Si at a distorted geometry, computed with ωB97M-V with the def2-TZVPD basis set.

Geometry (Å):
Rh 0.29 -1.21 -0.49
C -0.13 -0.22 3.09
Si -1.27 -1.57 2.27
C -1.79 -2.74 3.65
C -2.72 -0.59 1.77
N -0.46 -2.38 0.96
C -0.70 -3.74 0.72
C 0.31 -4.68 0.37
C 0.01 -6.01 0.18
C -1.31 -6.48 0.22
C -2.30 -5.58 0.54
C -2.02 -4.24 0.77
F -3.05 -3.40 1.02
H -0.41 -0.29 4.13
H -0.39 0.79 2.72
H 0.88 -0.49 2.91
H -2.42 -2.25 4.34
H -0.85 -3.04 4.29
H -2.22 -3.72 3.38
H -2.99 0.08 2.55
H -3.63 -1.11 1.42
H -2.45 0.08 0.94
H 1.33 -4.40 0.39
H 0.81 -6.65 0.05
H -1.53 -7.51 -0.06
H -3.36 -5.87 0.54
O -3.00 0.55 -2.90
C -2.05 0.51 -2.16
O -1.08 -0.35 -2.16
C -1.96 1.60 -1.09
C -3.16 2.35 -0.91
C -3.20 3.46 -0.01
C -2.11 3.69 0.89
C -0.94 2.95 0.69
C -0.86 1.94 -0.27
P 0.79 1.16 -0.65
C 1.10 1.68 -2.48
C 0.33 2.58 -3.30
C 0.71 2.84 -4.60
C 1.88 2.21 -5.08
C 2.73 1.50 -4.21
C 2.26 1.08 -2.96
C 1.85 2.17 0.50
C 2.69 1.46 1.36
C 3.49 2.20 2.26
C 3.59 3.57 2.17
C 2.83 4.28 1.20
C 1.97 3.57 0.35
H -4.03 2.11 -1.61
H -4.04 4.10 0.00
H -2.18 4.39 1.76
H -0.04 3.08 1.25
H -0.62 3.01 -2.95
H 0.01 3.41 -5.28
H 2.15 2.30 -6.09
H 3.70 1.20 -4.61
H 2.90 0.41 -2.37
H 2.59 0.30 1.43
H 4.20 1.64 2.88
H 4.28 4.13 2.88
H 2.99 5.37 1.05
H 1.60 4.09 -0.56
S 4.02 -3.21 -2.51
C 2.76 -2.39 -1.85
S 1.28 -2.09 -2.52
S 2.96 -1.63 -0.25

For the HOMO energy (spin up / spin down), the calculation gives -4.4 / -5.0 eV. The expectation value of S² is 6.026. The value obtained for the relative energy (zero: lowest compared OMol25 entry of this formula, charge and spin) is 1.269 eV. As for the spin multiplicity: 5. The total charge is -1. Its HOMO-LUMO gap (spin up / spin down) is 6.948 / 5.886 eV.

***

8.
2 unconnected molecules or ions with the total composition C9H14 at a distorted geometry, computed with ωB97M-V with the def2-TZVPD basis set.

Geometry (Å):
C 1.67 -2.78 -0.35
C 0.47 -2.21 0.29
C -0.06 -0.93 -0.15
C -1.11 -0.33 0.30
C -1.84 -1.10 1.26
C -1.52 -2.40 1.47
C -0.36 -3.02 0.96
H 2.53 -3.13 0.15
H 2.04 -2.05 -1.05
H 1.40 -3.75 -1.04
H 0.49 -0.37 -0.89
H -1.35 0.68 -0.10
H -2.70 -0.51 1.50
H -2.13 -3.18 1.95
H -0.16 -4.09 1.04
C 0.84 3.47 -1.20
C -0.18 3.83 -0.10
H 1.88 3.09 -0.70
H 0.33 2.63 -1.89
H 1.15 4.24 -1.78
H -1.05 4.32 -0.66
H 0.21 4.56 0.57
H -0.54 3.03 0.45

For the HOMO energy, the calculation gives -8.9 eV. The value obtained for the relative energy (zero: lowest compared OMol25 entry of this formula, charge and spin) is 2.339 eV. Its HOMO-LUMO gap is 9.846 eV.